77
Properties=species:S:1:pos:R:3:forces:R:3:lowdin_charge:R:1 method="wB97M-V/def2-TZVPD" e_tot_ev=-41150.472 charge=+1 multiplicity=1
N 2.3735 2.0131 1.3572 0.24 0.07 0.35 0.02
C 1.6128 1.5377 0.2189 -0.58 0.13 0.38 -0.28
C 1.4140 0.0202 0.1108 -0.15 -0.27 -0.17 -0.17
C 0.2514 -0.6788 0.8704 0.38 0.10 0.21 -0.13
C -1.1578 -0.0957 0.8289 -0.17 0.13 -0.15 -0.22
C -1.4141 1.0718 1.8102 -0.03 -0.63 0.37 -0.16
O -2.2082 2.0469 1.2061 -0.29 0.80 -0.04 -0.13
C -3.3479 1.4599 0.6209 -0.30 0.15 0.05 -0.16
C -2.9118 0.9787 -0.7394 0.57 -0.44 -0.09 -0.05
N -1.5167 0.3753 -0.5704 0.19 -0.02 0.21 0.12
H 1.8384 2.1193 2.2087 -0.24 -0.11 -0.06 0.05
H 3.1571 1.4182 1.5951 0.12 0.03 -0.22 0.08
H 2.0624 1.9016 -0.7057 0.20 -0.04 0.02 0.11
H 0.6495 2.0588 0.2940 -0.03 0.00 -0.20 0.09
H 1.3694 -0.2469 -0.9586 -0.12 0.03 0.17 0.09
H 2.3312 -0.4586 0.4742 -0.11 -0.02 -0.17 0.12
H 0.4970 -0.7295 1.9387 0.02 -0.06 -0.11 0.13
H 0.2289 -1.7147 0.5190 0.00 0.02 0.12 0.10
H -1.8816 -0.8943 1.0224 0.13 0.09 0.05 0.16
H -1.9206 0.6575 2.6960 0.14 0.06 -0.06 0.13
H -0.5076 1.5621 2.1562 0.12 -0.05 -0.13 0.11
H -4.1337 2.2028 0.4833 0.12 0.09 0.20 0.15
H -3.7333 0.6775 1.2849 -0.07 -0.08 -0.22 0.14
H -2.7863 1.8139 -1.4247 -0.08 -0.03 -0.01 0.14
H -3.5466 0.2312 -1.2019 -0.10 -0.09 -0.01 0.13
H -0.8139 1.0566 -0.8536 -0.06 0.09 -0.05 0.16
H -1.3978 -0.4222 -1.1879 -0.13 -0.02 -0.47 0.14
N 1.6260 -3.4433 -1.2428 0.24 0.22 -0.02 -0.01
C 2.9466 -3.4278 -1.6391 -0.39 -0.24 0.04 -0.13
C 3.5169 -4.5891 -1.1938 -0.08 0.05 0.16 -0.09
C 2.5147 -5.3136 -0.4834 0.19 -0.11 -0.08 -0.10
C 1.3605 -4.5874 -0.5362 0.04 0.06 -0.10 -0.15
H 0.9547 -2.7420 -1.4855 -0.04 -0.01 -0.10 0.11
H 3.3328 -2.6214 -2.2376 -0.02 -0.01 -0.02 0.08
H 4.5364 -4.8945 -1.3571 0.02 0.01 0.03 0.10
H 2.6300 -6.2731 -0.0089 0.02 0.00 0.02 0.10
H 0.3759 -4.8024 -0.1574 -0.01 0.02 0.01 0.10
N -2.3004 -2.4540 5.3322 -0.03 0.11 0.12 0.01
C -2.6553 -1.9329 6.5458 -0.04 -0.02 0.01 -0.13
C -2.1192 -0.6785 6.6441 0.07 0.04 -0.05 -0.10
C -1.4013 -0.4288 5.4409 -0.09 0.01 0.08 -0.12
C -1.5365 -1.5431 4.6564 0.04 -0.09 -0.24 -0.17
H -2.5555 -3.3657 5.0021 0.02 -0.03 -0.01 0.15
H -3.2563 -2.4946 7.2395 -0.01 -0.01 0.00 0.11
H -2.2184 -0.0155 7.4862 0.00 0.01 0.00 0.10
H -0.8445 0.4622 5.1991 0.00 0.00 0.00 0.09
H -1.1399 -1.7796 3.6823 0.05 -0.02 0.01 0.09
N 4.2594 -1.3508 -4.4534 -0.40 0.60 0.29 0.00
C 3.2432 -0.4537 -4.1866 -0.63 -0.72 -1.44 -0.13
C 2.3941 -0.5001 -5.3092 0.57 0.60 1.61 -0.11
C 2.9570 -1.4007 -6.2289 -1.25 0.22 -0.84 -0.12
C 4.0748 -1.8996 -5.6905 1.43 -0.83 0.70 -0.14
H 5.0140 -1.5596 -3.8254 0.10 0.01 -0.11 0.14
H 3.1933 0.0985 -3.2625 0.06 0.02 -0.07 0.09
H 1.4814 0.0580 -5.4359 0.04 0.08 -0.02 0.07
H 2.5485 -1.6787 -7.1851 0.00 0.04 -0.05 0.10
H 4.7543 -2.6432 -6.0678 0.08 0.02 -0.02 0.12
N -1.4407 0.5987 -4.8075 0.01 0.13 0.07 0.02
C -1.2644 -0.4752 -3.9779 0.16 0.11 0.10 -0.17
C -2.4844 -1.0801 -3.8169 -0.22 0.03 0.16 -0.13
C -3.4330 -0.3350 -4.5790 0.03 -0.13 0.19 -0.10
C -2.7535 0.6897 -5.1758 0.05 0.01 -0.02 -0.12
H -0.7162 1.2212 -5.1186 0.02 -0.04 -0.03 0.14
H -0.2838 -0.7323 -3.6072 0.03 -0.08 -0.14 0.09
H -2.6793 -1.9718 -3.2398 0.02 -0.04 -0.09 0.09
H -4.4838 -0.5426 -4.6890 0.01 -0.02 0.00 0.10
H -3.0933 1.4640 -5.8411 0.00 0.01 -0.02 0.12
N 0.8728 4.5666 2.8661 0.02 -0.05 -0.05 0.00
C 1.0650 5.2792 4.0165 0.08 0.02 0.07 -0.13
C -0.1596 5.5376 4.5688 -0.06 0.00 -0.05 -0.10
C -1.1379 4.9647 3.7109 0.01 -0.04 0.05 -0.10
C -0.4724 4.3729 2.6705 0.13 -0.03 -0.03 -0.15
H 1.6081 4.2646 2.2474 -0.05 0.08 -0.02 0.12
H 2.0540 5.5478 4.3457 0.01 -0.01 0.00 0.11
H -0.3382 6.0840 5.4792 0.00 0.00 0.00 0.09
H -2.2068 4.9927 3.8416 0.00 -0.01 0.00 0.09
H -0.8474 3.8455 1.8108 -0.01 0.09 -0.05 0.08